This record from OMol25 describes one molecule with the formula C4H8O2. The level of theory is ωB97M-V with the def2-TZVPD basis set.

The calculated total energy is -8372.0782 eV. For the lowest unoccupied orbital energy, the calculation gives 0.0330 hartree. The structure (SMILES) is O=CCCCO. As for the frontier orbital gap: 10.80 eV.

Structure (XYZ):
```
14
C4H8O2 ωB97M-V with the def2-TZVPD basis set
O -1.642 -0.443 1.092
C -1.395 -0.376 -0.305
C -0.342 0.674 -0.671
C 0.874 0.716 0.251
C 1.753 -0.503 0.242
O 1.417 -1.591 -0.168
H -1.221 -1.249 1.412
H -2.333 -0.109 -0.808
H -1.078 -1.347 -0.692
H -0.805 1.667 -0.639
H -0.038 0.482 -1.710
H 1.503 1.588 0.035
H 0.536 0.848 1.290
H 2.770 -0.357 0.671
```

=====

This record from OMol25 describes one molecule with the formula C4H8O2. The level of theory is ωB97M-V with the def2-TZVPD basis set.

The calculated total energy is -8368.7203 eV. For the lowest unoccupied orbital energy (alpha / beta), the calculation gives 0.0334 / 0.0381 hartree. As for the frontier orbital gap (alpha / beta): 7.78 / 8.06 eV.

Structure (XYZ):
```
14
C4H8O2 ωB97M-V with the def2-TZVPD basis set
C 1.067 -0.207 2.181
C 0.320 0.216 0.965
C -0.150 0.237 -2.224
O -1.173 0.639 -1.312
C -1.502 -0.323 -0.412
O -0.787 -0.408 0.683
H 2.023 -0.698 1.943
H 1.302 0.647 2.828
H 0.468 -0.916 2.761
H 0.648 0.993 0.285
H 0.845 0.259 -1.756
H -0.165 0.946 -3.053
H -2.538 -0.613 -0.303
H -0.358 -0.773 -2.587
```

=====

This record from OMol25 describes one molecule with the formula C4H8O2. The level of theory is ωB97M-V with the def2-TZVPD basis set.

The calculated total energy is -8371.2566 eV. For the lowest unoccupied orbital energy, the calculation gives 0.0386 hartree. The structure (SMILES) is C=COCCO. As for the frontier orbital gap: 10.42 eV.

Structure (XYZ):
```
14
C4H8O2 ωB97M-V with the def2-TZVPD basis set
O -0.948 -1.771 -0.040
C 0.349 1.094 -1.956
C 0.421 1.150 -0.630
C -0.853 -0.826 0.997
C 0.577 -0.352 1.214
O 1.155 0.216 0.044
H -0.457 -1.425 -0.797
H 0.851 0.287 -2.481
H -0.174 1.844 -2.534
H -0.054 1.936 -0.038
H -1.515 0.037 0.821
H -1.199 -1.325 1.909
H 1.216 -1.212 1.430
H 0.632 0.347 2.060
```

=====

This record from OMol25 describes one molecule with the formula C4H8O2. The level of theory is ωB97M-V with the def2-TZVPD basis set.

The calculated total energy is -8370.9442 eV. For the lowest unoccupied orbital energy, the calculation gives 0.0302 hartree. The structure (SMILES) is CO/C(C)=C/O. As for the frontier orbital gap: 9.09 eV.

Structure (XYZ):
```
14
C4H8O2 ωB97M-V with the def2-TZVPD basis set
C 1.222 -1.017 -1.306
C 0.569 0.449 0.873
O 0.455 1.615 1.597
C -0.413 -0.080 0.141
O -0.099 -1.078 -0.752
C -1.863 0.276 0.347
H 1.375 -1.973 -1.799
H 2.047 -0.887 -0.594
H 1.294 -0.184 -2.020
H 1.505 -0.085 0.993
H 0.364 2.321 0.945
H -2.436 -0.619 0.621
H -2.373 0.744 -0.502
H -1.914 0.958 1.202
```

=====

This record from OMol25 describes one molecule with the formula C4H8O2. The level of theory is ωB97M-V with the def2-TZVPD basis set.

The calculated total energy is -8371.2918 eV. For the lowest unoccupied orbital energy, the calculation gives 0.0374 hartree. The structure (SMILES) is C1COCCO1. As for the frontier orbital gap: 10.54 eV.

Structure (XYZ):
```
14
C4H8O2 ωB97M-V with the def2-TZVPD basis set
C -1.016 0.794 0.711
C 0.494 0.713 0.968
O 0.973 -0.617 0.861
C 0.720 -1.204 -0.406
C -0.296 -0.420 -1.180
O -1.411 -0.070 -0.360
H -1.565 0.519 1.623
H -1.285 1.845 0.503
H 1.042 1.366 0.274
H 0.721 1.050 1.986
H 0.454 -2.251 -0.209
H 1.539 -1.179 -1.160
H -0.577 -1.033 -2.050
H 0.208 0.486 -1.561
```

=====

This record from OMol25 describes a 2-piece molecular cluster, C4H8O2 overall. The level of theory is ωB97M-V with the def2-TZVPD basis set.

The calculated total energy is -8369.1669 eV. For the lowest unoccupied orbital energy, the calculation gives 0.0328 hartree. The structure (SMILES) is C=C[C@@]1(O)CO1.[H][H]. As for the frontier orbital gap: 10.32 eV.

Structure (XYZ):
```
14
C4H8O2 ωB97M-V with the def2-TZVPD basis set
C 1.849 0.473 0.174
C 0.861 -0.403 0.244
O -0.884 0.099 1.560
C -1.663 -0.691 0.671
C -0.534 0.077 0.166
O -0.738 1.209 -0.591
H 1.628 1.510 -0.066
H 2.876 0.176 0.324
H 1.022 -0.226 -1.938
H 0.987 -1.452 0.494
H -2.646 -0.246 0.556
H -1.638 -1.772 0.775
H 0.356 -0.440 -2.183
H -1.476 1.685 -0.188
```

=====

This record from OMol25 describes one molecule with the formula C4H8O2. The level of theory is ωB97M-V with the def2-TZVPD basis set.

The calculated total energy is -8371.5084 eV. For the lowest unoccupied orbital energy, the calculation gives 0.0241 hartree. The structure (SMILES) is CC(=O)CCO. As for the frontier orbital gap: 10.03 eV.

Structure (XYZ):
```
14
C4H8O2 ωB97M-V with the def2-TZVPD basis set
C 0.066 0.201 -1.844
C -0.453 1.025 -0.675
C -0.675 0.476 0.766
C 0.116 -0.798 1.154
H 0.358 0.784 -2.721
H -0.861 -0.329 -2.281
H 0.835 -0.592 -1.438
H -0.394 1.269 1.423
H -1.744 0.195 0.889
H -0.238 -1.377 2.007
H 0.051 -1.524 0.311
H 2.015 -1.026 1.999
O -0.561 2.175 -0.873
O 1.484 -0.478 1.284
```

=====

This record from OMol25 describes one molecule with the formula C4H8O2. The level of theory is ωB97M-V with the def2-TZVPD basis set.

The calculated total energy is -8368.2009 eV. For the lowest unoccupied orbital energy (alpha / beta), the calculation gives 0.0261 / -0.0187 hartree. As for the frontier orbital gap (alpha / beta): 9.09 / 6.49 eV.

Structure (XYZ):
```
14
C4H8O2 ωB97M-V with the def2-TZVPD basis set
C -1.093 -0.759 1.621
O 0.030 -0.029 1.186
C 0.287 -0.208 -0.217
C -0.522 0.439 -1.233
C 1.680 0.248 -0.461
O 2.017 1.365 -1.027
H -1.282 -0.476 2.659
H -1.982 -0.534 1.017
H -0.905 -1.845 1.576
H 0.348 -1.292 -0.430
H -1.058 -0.185 -1.942
H -0.996 1.388 -0.980
H 1.155 1.763 -1.322
H 2.545 -0.377 -0.250
```

=====

This record from OMol25 describes one molecule with the formula C4H8O2. The level of theory is ωB97M-V with the def2-TZVPD basis set.

The calculated total energy is -8370.7637 eV. For the lowest unoccupied orbital energy, the calculation gives 0.0372 hartree. The structure (SMILES) is C1COCOC1. As for the frontier orbital gap: 10.48 eV.

Structure (XYZ):
```
14
C4H8O2 ωB97M-V with the def2-TZVPD basis set
C 1.008 0.710 0.190
C 1.079 -0.758 -0.122
O -0.285 -1.478 -0.293
C -1.426 -0.889 0.279
O -1.248 0.498 0.607
C -0.367 1.194 -0.271
H 1.160 1.027 1.234
H 1.958 0.900 -0.357
H 1.343 -0.886 -1.160
H 1.872 -1.195 0.531
H -1.695 -1.378 1.227
H -2.307 -0.951 -0.400
H -0.532 2.271 -0.140
H -0.561 0.937 -1.323
```

=====

This record from OMol25 describes a 2-piece molecular cluster, C4H8O2 overall. The level of theory is ωB97M-V with the def2-TZVPD basis set.

The calculated total energy is -8367.4627 eV. For the lowest unoccupied orbital energy (alpha / beta), the calculation gives -0.0074 / -0.0075 hartree. As for the frontier orbital gap (alpha / beta): 7.42 / 7.41 eV.

Structure (XYZ):
```
14
C4H8O2 ωB97M-V with the def2-TZVPD basis set
C 2.207 -0.044 -0.127
O 1.245 0.078 -1.159
C -0.051 0.211 -0.719
C -1.868 -0.881 0.434
C -0.509 1.259 0.084
O -1.600 1.130 0.707
H 3.132 -0.413 -0.583
H 2.419 0.921 0.359
H 1.863 -0.759 0.633
H -0.757 -0.133 -1.474
H -1.731 -1.628 -0.344
H -1.331 -1.078 1.354
H -2.903 -0.592 0.568
H 0.028 2.210 0.190
```

=====

This record from OMol25 describes one molecule with the formula C4H8O2. The level of theory is ωB97M-V with the def2-TZVPD basis set.

The calculated total energy is -8370.5175 eV. For the lowest unoccupied orbital energy, the calculation gives 0.0344 hartree. The structure (SMILES) is C[C@H]1OC[C@H]1O. As for the frontier orbital gap: 10.86 eV.

Structure (XYZ):
```
14
C4H8O2 ωB97M-V with the def2-TZVPD basis set
C 1.503 0.723 0.140
C 0.596 -0.521 -0.086
O 0.014 -0.940 1.152
C -1.295 -0.472 0.809
C -0.943 -0.405 -0.663
O -1.231 0.774 -1.368
H 0.939 1.579 0.531
H 2.280 0.500 0.894
H 2.038 1.044 -0.765
H 1.214 -1.314 -0.537
H -1.507 0.520 1.237
H -2.074 -1.179 1.097
H -1.232 -1.272 -1.260
H -0.302 0.964 -1.181
```

=====

This record from OMol25 describes a 2-piece molecular cluster, C4H8O2 overall. The level of theory is ωB97M-V with the def2-TZVPD basis set.

The calculated total energy is -8370.1038 eV. For the lowest unoccupied orbital energy, the calculation gives 0.0287 hartree. The structure (SMILES) is C=CO.C=CO. As for the frontier orbital gap: 10.00 eV.

Structure (XYZ):
```
14
C4H8O2 ωB97M-V with the def2-TZVPD basis set
C -1.653 1.697 -0.021
C -2.553 0.853 -0.518
O -2.045 -0.303 -1.103
H -1.972 2.646 0.381
H -0.734 1.234 0.315
H -3.619 0.923 -0.677
H -2.738 -0.676 -1.613
C 1.844 -1.926 0.318
C 2.056 -0.777 0.955
O 2.421 0.466 0.469
H 1.657 -2.713 1.038
H 2.070 -2.191 -0.701
H 1.922 -0.821 2.029
H 1.678 0.676 -0.092
```